Record 1
{"formula": "C17H15N2O3PtS2", "method": "ωB97M-V/def2-TZVPD", "energy_ev": -51915.700, "spin_multiplicity": 1, "total_charge": -1, "homo_lumo_gap_ev": 7.412, "species": ["Pt", "C", "C", "N", "N", "C", "S", "S", "C", "C", "C", "C", "C", "C", "C", "C", "C", "C", "C", "C", "C", "O", "H", "H", "H", "H", "H", "H", "H", "H", "H", "H", "H", "H", "H", "H", "O", "C", "O", "H"], "xyz": [[-1.269, 0.831, -1.701], [-1.209, 0.674, 2.616], [-1.630, 0.452, 1.182], [-1.146, 1.225, 0.248], [-0.240, 2.200, 0.682], [0.553, 2.617, -0.244], [0.528, 2.177, -1.894], [1.900, 3.648, 0.316], [2.769, 2.341, 1.266], [3.207, 1.200, 0.394], [4.409, 1.258, -0.305], [4.758, 0.249, -1.188], [3.899, -0.822, -1.399], [2.699, -0.890, -0.709], [2.368, 0.108, 0.196], [-2.574, -0.640, 0.932], [-2.925, -1.469, 2.018], [-3.803, -2.521, 1.910], [-4.382, -2.788, 0.664], [-4.073, -2.011, -0.421], [-3.164, -0.925, -0.339], [-2.976, -0.244, -1.419], [-0.595, 1.559, 2.703], [-0.639, -0.193, 2.957], [-2.080, 0.773, 3.262], [2.090, 2.004, 2.047], [3.618, 2.842, 1.731], [5.061, 2.115, -0.172], [5.693, 0.310, -1.733], [4.153, -1.590, -2.119], [1.995, -1.687, -0.910], [1.416, 0.066, 0.713], [-2.484, -1.288, 2.987], [-4.031, -3.132, 2.773], [-5.072, -3.617, 0.552], [-4.502, -2.204, -1.395], [-1.322, 0.282, -3.663], [-0.551, -0.679, -4.041], [0.272, -1.301, -3.390], [-0.721, -0.932, -5.107]]}

=====

Record 2
{"formula": "Cl2OS", "method": "ωB97M-V/def2-TZVPD", "energy_ev": -37924.982, "spin_multiplicity": 1, "smiles": "ClOSCl", "homo_lumo_gap_ev": [7.674, 7.678], "species": ["O", "S", "Cl", "Cl"], "xyz": [[0.600, -0.380, 0.491], [-0.676, -0.820, -0.325], [2.104, 0.522, -0.246], [-2.027, 0.679, 0.081]]}

=====

Record 3
{"formula": "C17H47NO11S7", "method": "ωB97M-V/def2-TZVPD", "energy_ev": -118240.418, "spin_multiplicity": 1, "homo_lumo_gap_ev": 8.078, "species": ["C", "O", "C", "O", "C", "O", "N", "O", "H", "H", "H", "H", "H", "C", "S", "O", "C", "H", "H", "H", "H", "H", "H", "C", "S", "O", "C", "H", "H", "H", "H", "H", "H", "C", "S", "O", "C", "H", "H", "H", "H", "H", "H", "C", "S", "O", "C", "H", "H", "H", "H", "H", "H", "C", "S", "O", "C", "H", "H", "H", "H", "H", "H", "C", "S", "O", "C", "H", "H", "H", "H", "H", "H", "C", "S", "O", "C", "H", "H", "H", "H", "H", "H"], "xyz": [[2.190, -2.785, 0.321], [1.579, -1.473, 0.162], [1.947, -0.852, -1.050], [1.006, -0.428, -1.772], [3.440, -0.595, -1.559], [3.409, -0.563, -3.032], [3.899, -1.726, -3.553], [3.088, -2.598, -3.540], [3.014, -2.724, 1.125], [1.379, -3.459, 0.778], [2.533, -3.273, -0.642], [3.746, 0.475, -1.255], [4.217, -1.328, -1.175], [-2.600, 0.301, -5.782], [-2.035, 0.929, -4.187], [-2.381, 2.384, -4.131], [-0.270, 0.802, -4.553], [-3.691, 0.325, -5.796], [-2.214, 0.927, -6.588], [-2.260, -0.729, -5.909], [-0.031, 1.396, -5.437], [-0.009, -0.244, -4.721], [0.293, 1.180, -3.700], [-1.394, -5.281, -2.607], [-0.703, -4.080, -1.450], [0.707, -4.492, -1.165], [-1.709, -4.579, -0.037], [-0.879, -5.176, -3.562], [-1.248, -6.293, -2.226], [-2.458, -5.083, -2.747], [-1.543, -5.635, 0.185], [-2.763, -4.403, -0.260], [-1.417, -3.977, 0.824], [4.192, 4.334, 0.729], [4.254, 2.716, 1.523], [4.672, 1.721, 0.482], [2.474, 2.542, 1.742], [5.210, 4.627, 0.464], [3.582, 4.284, -0.174], [3.776, 5.064, 1.424], [1.974, 2.602, 0.773], [2.110, 3.328, 2.401], [2.275, 1.569, 2.195], [1.330, 3.907, 5.545], [2.083, 5.247, 4.601], [3.217, 4.662, 3.819], [2.792, 6.103, 6.024], [0.854, 3.217, 4.847], [2.095, 3.375, 6.114], [0.575, 4.316, 6.220], [3.466, 5.435, 6.563], [1.990, 6.440, 6.682], [3.351, 6.967, 5.663], [-1.059, 3.758, -1.773], [-0.380, 4.964, -0.620], [1.022, 4.545, -0.323], [-1.401, 4.477, 0.788], [-0.534, 3.854, -2.724], [-0.918, 2.749, -1.383], [-2.120, 3.957, -1.927], [-1.241, 3.422, 1.017], [-2.452, 4.656, 0.554], [-1.114, 5.083, 1.649], [-1.515, 1.683, 8.158], [-1.613, 2.891, 6.820], [-1.300, 4.232, 7.403], [-3.403, 2.795, 6.611], [-0.476, 1.607, 8.479], [-2.131, 2.007, 8.998], [-1.853, 0.710, 7.796], [-3.902, 3.050, 7.547], [-3.680, 1.787, 6.299], [-3.698, 3.506, 5.838], [-4.021, -8.938, -6.475], [-3.441, -8.320, -4.881], [-3.788, -6.868, -4.811], [-1.680, -8.437, -5.265], [-5.111, -8.917, -6.477], [-3.644, -8.305, -7.280], [-3.680, -9.966, -6.613], [-1.449, -7.836, -6.145], [-1.415, -9.481, -5.442], [-1.115, -8.062, -4.411]]}

=====

Copy entry 1 word for word.
{"formula": "C17H15N2O3PtS2", "method": "ωB97M-V/def2-TZVPD", "energy_ev": -51915.700, "spin_multiplicity": 1, "total_charge": -1, "homo_lumo_gap_ev": 7.412, "species": ["Pt", "C", "C", "N", "N", "C", "S", "S", "C", "C", "C", "C", "C", "C", "C", "C", "C", "C", "C", "C", "C", "O", "H", "H", "H", "H", "H", "H", "H", "H", "H", "H", "H", "H", "H", "H", "O", "C", "O", "H"], "xyz": [[-1.269, 0.831, -1.701], [-1.209, 0.674, 2.616], [-1.630, 0.452, 1.182], [-1.146, 1.225, 0.248], [-0.240, 2.200, 0.682], [0.553, 2.617, -0.244], [0.528, 2.177, -1.894], [1.900, 3.648, 0.316], [2.769, 2.341, 1.266], [3.207, 1.200, 0.394], [4.409, 1.258, -0.305], [4.758, 0.249, -1.188], [3.899, -0.822, -1.399], [2.699, -0.890, -0.709], [2.368, 0.108, 0.196], [-2.574, -0.640, 0.932], [-2.925, -1.469, 2.018], [-3.803, -2.521, 1.910], [-4.382, -2.788, 0.664], [-4.073, -2.011, -0.421], [-3.164, -0.925, -0.339], [-2.976, -0.244, -1.419], [-0.595, 1.559, 2.703], [-0.639, -0.193, 2.957], [-2.080, 0.773, 3.262], [2.090, 2.004, 2.047], [3.618, 2.842, 1.731], [5.061, 2.115, -0.172], [5.693, 0.310, -1.733], [4.153, -1.590, -2.119], [1.995, -1.687, -0.910], [1.416, 0.066, 0.713], [-2.484, -1.288, 2.987], [-4.031, -3.132, 2.773], [-5.072, -3.617, 0.552], [-4.502, -2.204, -1.395], [-1.322, 0.282, -3.663], [-0.551, -0.679, -4.041], [0.272, -1.301, -3.390], [-0.721, -0.932, -5.107]]}